23
Properties=species:S:1:pos:R:3:forces:R:3 method="wB97M-V/def2-TZVPD" de_lowest_kj_mol=70.9 homo_lumo_gap_ev=9.88 smiles=C[C@H](O)NC(C)(C)C total_charge=0 max_force_ha_per_bohr=0.009 e_homo_ha=-0.3302
C 2.017 -0.807 0.916 -0.1 0.0 -0.4
C 1.597 -0.386 -0.493 -0.1 -0.3 0.3
O 2.682 0.186 -1.179 0.3 0.1 -0.2
N 0.536 0.608 -0.480 0.1 0.2 -0.4
C -0.837 0.266 -0.095 -0.3 0.0 0.2
C -0.987 0.373 1.429 0.0 0.0 -0.3
C -1.740 1.324 -0.741 0.2 -0.2 0.1
C -1.286 -1.125 -0.569 0.2 0.3 0.1
H 1.313 -1.513 1.342 -0.1 -0.1 0.1
H 2.084 0.068 1.558 0.0 0.1 0.1
H 2.992 -1.286 0.857 0.0 -0.1 0.0
H 1.350 -1.283 -1.087 0.0 0.2 0.1
H 2.941 0.983 -0.701 0.0 0.0 0.0
H 0.520 1.018 -1.409 0.0 -0.1 0.0
H -0.481 -0.439 1.938 0.1 -0.1 0.1
H -0.565 1.314 1.771 0.0 0.1 0.0
H -2.039 0.341 1.700 -0.1 -0.1 0.1
H -2.771 1.189 -0.424 -0.1 0.0 0.0
H -1.704 1.250 -1.826 0.0 0.0 -0.1
H -1.413 2.318 -0.449 0.0 0.1 0.0
H -0.723 -1.910 -0.071 0.0 -0.1 0.0
H -1.148 -1.225 -1.644 0.0 0.0 -0.1
H -2.340 -1.265 -0.343 -0.1 -0.1 0.0

---

111
Properties=species:S:1:pos:R:3:forces:R:3 method="wB97M-V/def2-TZVPD" de_lowest_kj_mol=31.3 homo_lumo_gap_ev="4.98 / 4.82" total_charge=0 max_force_ha_per_bohr=0.088 e_homo_ha="-0.2332 / -0.2294"
Hf 1.151 1.021 0.572 -3.6 1.6 2.3
C 4.871 -0.999 5.631 0.1 0.0 -0.1
C 3.654 -1.425 6.172 -0.1 0.0 0.0
C 2.447 -1.043 5.611 -0.1 0.0 0.1
C 2.489 -0.246 4.478 0.4 0.1 -0.2
C 1.453 0.339 3.646 -0.5 0.2 0.4
N 0.186 0.353 3.973 0.3 -0.1 0.0
C -0.743 0.932 3.222 -0.2 0.1 0.1
C -2.095 1.123 3.697 0.0 0.2 -0.3
C -2.691 0.900 4.934 -0.1 0.0 0.1
C -4.001 1.308 5.095 0.1 -0.1 0.1
C -4.706 1.914 4.046 -0.1 0.1 -0.1
C -4.120 2.127 2.812 -0.1 0.0 -0.1
C -2.798 1.726 2.645 0.2 -0.1 0.3
C -1.844 1.893 1.571 0.0 0.1 -0.1
N -2.162 2.475 0.422 -0.1 -0.1 -0.1
C -1.251 2.874 -0.434 -0.3 0.3 0.3
N 0.095 2.902 -0.191 0.3 -0.3 -0.7
C 0.690 3.477 -1.271 -0.1 0.5 0.1
N 1.957 3.837 -1.392 0.3 -0.2 -0.1
C 2.880 3.460 -0.542 -0.3 0.5 -0.2
N 2.721 2.650 0.553 0.4 -0.4 -0.2
C 3.966 2.440 1.078 -0.2 0.2 0.3
N 4.281 1.664 2.091 0.2 -0.3 -0.1
C 3.376 0.983 2.768 -0.1 0.4 0.2
N 2.023 1.025 2.602 0.5 -0.4 0.0
C 3.707 0.171 3.928 -0.3 -0.2 0.2
C 4.913 -0.184 4.513 0.1 0.0 -0.1
C 4.960 3.223 0.356 -0.2 0.3 -0.3
C 6.325 3.377 0.516 0.0 0.0 0.1
C 6.989 4.176 -0.404 0.0 -0.1 0.1
C 6.308 4.782 -1.460 -0.1 0.0 0.0
C 4.937 4.633 -1.612 0.0 0.1 -0.1
C 4.274 3.857 -0.680 0.2 -0.2 0.3
C -0.291 3.749 -2.305 -0.3 -0.1 0.3
C -0.164 4.185 -3.616 0.0 0.1 -0.1
C -1.321 4.287 -4.370 0.2 0.1 0.0
C -2.571 3.991 -3.815 -0.1 -0.1 0.1
C -2.696 3.549 -2.508 -0.1 0.0 0.0
C -1.536 3.409 -1.759 0.4 0.2 0.0
N -0.620 1.404 1.949 -0.2 -0.2 0.3
H 5.796 -1.314 6.096 0.0 0.0 0.0
H 3.661 -2.056 7.051 0.0 0.0 0.0
H 1.499 -1.349 6.034 0.0 0.0 0.0
H -2.129 0.442 5.737 0.0 0.0 0.0
H -4.488 1.185 6.054 0.0 0.0 0.0
H -5.725 2.237 4.216 0.0 0.0 0.0
H -4.658 2.604 2.003 0.0 0.0 0.0
H 5.847 0.172 4.097 0.0 -0.1 0.0
H 6.848 2.886 1.326 0.0 0.0 0.0
H 8.057 4.323 -0.309 0.0 0.0 0.0
H 6.863 5.376 -2.174 0.0 0.0 0.0
H 4.408 5.088 -2.438 0.0 0.0 0.0
H 0.811 4.411 -4.026 0.0 0.0 0.0
H -1.260 4.604 -5.403 0.0 0.0 0.0
H -3.455 4.100 -4.430 0.0 0.0 0.0
H -3.665 3.315 -2.086 0.0 0.0 0.0
O 4.033 0.975 -1.332 0.1 0.0 0.0
S 2.842 0.184 -1.254 1.8 -0.9 -2.4
O 2.780 -0.920 -2.174 -0.2 -0.2 0.2
O 1.592 1.038 -1.427 0.6 0.2 -0.9
O 2.610 -0.276 0.190 1.2 -0.9 -0.2
C -4.503 0.240 -0.540 0.1 -0.2 0.0
C -3.495 -0.897 -0.388 0.0 0.3 -0.1
C -2.600 -1.077 -1.606 0.1 0.3 0.3
S -1.278 0.188 -1.697 -0.5 -0.9 -0.7
O -0.509 -0.085 -0.414 0.0 0.0 0.2
C -0.399 -0.579 -3.099 -0.1 0.2 0.1
C -0.777 0.183 -4.364 0.0 -0.1 0.0
C -0.066 -0.398 -5.583 0.0 0.0 0.1
H -5.176 0.256 0.318 0.0 0.1 0.0
H -5.107 0.100 -1.441 0.0 0.0 0.0
H -3.997 1.200 -0.592 0.0 0.1 0.0
H -4.033 -1.833 -0.229 0.1 -0.1 0.0
H -2.862 -0.729 0.489 0.0 -0.1 0.0
H -3.170 -1.003 -2.535 0.1 0.0 -0.1
H -2.070 -2.030 -1.563 0.0 -0.1 -0.1
H -0.660 -1.637 -3.169 0.0 0.0 0.1
H 0.661 -0.487 -2.880 0.1 0.0 0.0
H -0.500 1.232 -4.238 0.0 0.0 0.0
H -1.862 0.149 -4.511 0.0 0.1 0.0
H 1.012 -0.400 -5.420 0.0 0.0 -0.1
H -0.282 0.192 -6.473 0.0 0.0 0.0
H -0.385 -1.425 -5.768 0.0 0.0 0.0
C 1.329 -3.226 -0.491 -0.1 0.0 -0.1
C 0.469 -2.960 0.684 -0.1 0.0 0.3
N 0.316 -1.846 1.378 0.0 -0.4 0.2
C -0.618 -2.146 2.352 0.0 0.0 0.0
C -1.024 -3.434 2.248 -0.1 0.1 0.1
N -0.328 -3.957 1.185 0.0 0.1 -0.1
C -0.410 -5.325 0.730 0.1 0.0 0.0
N -0.873 -5.445 -0.628 -0.2 0.0 0.0
N -0.041 -5.907 -1.590 0.0 0.0 0.1
N -0.627 -5.873 -2.718 0.0 -0.1 -0.3
C -1.898 -5.371 -2.543 -0.1 0.2 0.5
C -2.926 -5.132 -3.456 0.0 0.0 0.0
C -4.107 -4.633 -2.955 0.0 0.0 -0.2
C -4.278 -4.380 -1.582 0.1 0.0 0.1
C -3.270 -4.600 -0.669 -0.1 0.1 0.2
C -2.070 -5.092 -1.178 0.1 -0.1 -0.4
H 2.031 -2.428 -0.638 0.3 0.2 0.0
H 0.735 -3.305 -1.405 0.0 0.0 0.0
H 1.871 -4.166 -0.372 0.0 0.0 0.0
H -0.935 -1.431 3.085 0.0 0.0 0.0
H -1.719 -4.017 2.828 0.0 0.0 0.0
H -1.092 -5.851 1.397 0.0 0.0 0.0
H 0.567 -5.806 0.753 0.0 0.0 0.0
H -2.784 -5.340 -4.508 0.0 0.0 0.0
H -4.933 -4.434 -3.625 0.0 0.0 0.0
H -5.231 -4.000 -1.237 0.0 0.0 0.0
H -3.405 -4.397 0.386 0.0 0.0 0.0

---

18
Properties=species:S:1:pos:R:3:forces:R:3 method="wB97M-V/def2-TZVPD" de_lowest_kj_mol=54.7 homo_lumo_gap_ev="10.81 / 5.56" total_charge=+1 max_force_ha_per_bohr=0.031 e_homo_ha="-0.5143 / -0.5142" spin_multiplicity=2
C -0.980 -1.909 -1.171 -1.1 -0.2 -0.3
C -0.564 -0.463 -1.484 1.0 0.5 -0.2
N 0.862 -0.558 -1.689 -0.8 0.4 -0.4
N -2.056 -2.019 -0.263 0.7 0.1 1.4
H -1.308 -2.375 -2.115 0.3 0.0 -0.2
H -0.108 -2.498 -0.859 0.1 -0.2 0.2
H -1.070 -0.032 -2.344 -0.3 -0.2 0.0
H -0.717 0.205 -0.641 -0.2 -0.1 0.2
H 1.349 0.199 -1.214 0.5 -0.3 -0.1
H 1.124 -0.723 -2.665 0.2 0.1 0.6
H -2.036 -2.800 0.403 -0.1 0.2 -0.5
H -2.397 -1.175 0.207 -0.2 -0.2 -0.6
H 1.159 3.877 3.046 0.0 -0.1 -0.1
H -0.302 3.468 3.077 0.0 0.0 0.0
O 0.522 3.297 2.611 -0.1 0.0 0.1
H 0.895 1.027 1.188 0.7 0.4 0.4
H 1.899 -0.118 1.150 0.3 0.5 0.2
O 1.857 0.857 1.167 -0.9 -0.9 -0.6

---

34
Properties=species:S:1:pos:R:3:forces:R:3 method="wB97M-V/def2-TZVPD" de_lowest_kj_mol=871.4 homo_lumo_gap_ev=2.57 total_charge=+2 max_force_ha_per_bohr=0.157 e_homo_ha=-0.4910
Y -2.589 2.672 -2.163 1.9 -3.5 3.4
Br -0.168 1.680 -0.916 -2.8 1.8 -1.5
C 3.865 2.453 -2.316 1.5 0.3 4.5
O 4.200 2.364 -1.150 0.4 -0.7 1.1
N 4.651 2.847 -3.241 3.6 1.5 -3.3
N 2.663 2.231 -2.703 -6.7 -0.8 -2.2
H 4.348 2.993 -4.194 0.5 -0.2 0.2
H 5.613 2.934 -2.948 -0.1 0.3 -0.5
H 2.303 2.849 -3.416 0.1 -0.3 -0.3
H 1.928 2.011 -2.046 0.9 0.1 0.1
C -0.261 -0.270 3.620 5.4 3.2 -1.1
O 0.850 0.200 3.784 1.0 0.1 -0.1
N -0.946 -0.105 2.544 -3.1 0.2 -4.8
N -0.899 -0.890 4.494 -3.2 -3.6 6.5
H -1.920 -0.301 2.724 0.0 0.5 -1.3
H -0.564 0.335 1.719 -0.3 0.0 0.4
H -0.571 -0.679 5.425 -0.2 -0.6 0.2
H -1.842 -1.233 4.374 0.4 0.0 0.3
C 0.803 -2.117 -0.993 0.3 -1.9 -1.5
O 0.448 -1.814 -2.102 -1.3 0.7 -2.1
N 1.100 -1.247 -0.098 0.3 4.6 3.0
N 1.008 -3.334 -0.559 0.1 -4.1 0.8
H 1.018 -0.309 -0.463 0.6 -0.2 0.7
H 1.288 -1.443 0.875 0.2 0.3 -0.2
H 0.810 -4.151 -1.118 0.1 0.4 -0.1
H 1.503 -3.511 0.303 -0.1 0.0 -0.3
C -3.578 -0.051 -0.264 0.7 -3.2 2.6
O -3.444 1.051 -0.794 0.1 5.2 -3.5
N -2.580 -0.868 -0.059 2.0 -1.0 -0.1
N -4.657 -0.544 0.325 -1.3 1.3 -0.7
H -1.605 -0.701 -0.264 0.0 0.0 -0.5
H -2.766 -1.608 0.603 0.6 0.0 -0.2
H -4.609 -1.543 0.459 -1.1 0.3 0.4
H -5.400 0.100 0.555 -0.5 -0.8 0.0